(1)
# C14H17NO2V

A structure of composition C14H17NO2V at a distorted geometry (ωB97M-V/def2-TZVPD, the OMol25 dataset).

Geometry as ORCA input:
```
! wB97M-V def2-TZVPD RIJCOSX def2/J DEFGRID3
* xyz 0 4
V 0.3738 0.3629 -0.2438
O 1.0013 3.0263 3.0852
O 0.4899 2.3405 0.9775
N 0.4328 -0.2133 1.7968
C -1.1477 1.3273 -2.7492
C -0.5511 -1.8063 -1.0159
C 1.2419 1.1467 -1.6511
C 0.1506 1.9793 -2.2590
C 1.4777 -0.3039 -1.5896
C 0.2046 -0.8408 4.5211
C 0.2375 -1.4942 2.2002
C -1.6293 0.0221 -2.1345
C 0.5494 0.7559 2.7441
C 0.7043 2.1697 2.2413
C 0.0721 -1.8288 3.5391
C -1.4079 -0.5535 -0.8534
C 0.6278 -1.4528 -1.9803
C 0.4607 0.4649 4.1097
H -1.9522 2.0777 -2.6603
H 0.5814 1.2982 4.7963
H -1.0333 1.1936 -3.8500
H -1.4489 -0.7274 -2.9206
H -2.2216 -0.5530 -0.1119
H 0.5820 2.4951 -3.1343
H -0.1948 -2.3185 -0.1142
H -1.1669 -2.5741 -1.5280
H 0.2160 -1.3233 -2.9958
H -0.1530 -2.8640 3.7848
H 0.2109 -2.2571 1.4289
H 1.2913 -2.3308 -2.0695
H 2.5431 -0.5305 -1.6148
H 2.1814 1.6987 -1.5856
H 0.1045 -1.0834 5.5765
H -0.0827 2.8099 -1.5635
H -2.7456 -0.1128 -2.1762
*
```

Calculated values
Expectation value of S² = 3.79
E_HOMO (alpha / beta) = -0.263 / -0.294 hartree
Kohn-Sham gap (alpha / beta) = 7.2117 / 6.7896 eV
LUMO energy (alpha / beta) = 0.0 / -1.2 eV

Atom charges from the natural (NBO) analysis, given in e for atoms 1 to 8:
1. V 1.2487
2. O -0.6373
3. O -0.7348
4. N -0.5139
5. C -0.4023
6. C -0.4223
7. C -0.3594
8. C -0.4450

=====

(2)
# Cd2H22O15P

A structure of composition Cd2H22O15P at a distorted geometry (ωB97M-V/def2-TZVPD, the OMol25 dataset).

Geometry as ORCA input:
```
! wB97M-V def2-TZVPD RIJCOSX def2/J DEFGRID3
* xyz 1 1
Cd -2.1654 1.2232 0.7571
Cd 1.8047 -1.8386 -0.9765
P -0.2603 -0.4923 -0.0369
O 0.7342 3.1984 -1.1130
O -0.1581 0.9675 0.5108
O 3.3711 -0.4506 -0.8611
O 0.5711 1.2851 -3.3084
O -1.7556 -0.7377 0.3045
O -1.1786 -1.4063 -3.6686
O -0.9899 -2.4582 2.6539
O -3.5672 -2.4256 -0.6979
O -1.7081 3.3867 0.8934
O 0.7741 -1.4309 0.6528
O -1.5696 1.1008 2.9373
O 2.0659 -0.4368 2.8132
O 0.7923 -3.6931 -1.3983
O 1.3707 2.3284 2.2097
O 0.2374 -0.7019 -1.5131
H 1.9939 0.5274 2.8109
H -3.2388 -2.5861 -1.5880
H 0.3490 0.7116 -2.5535
H -0.6136 0.9399 2.9066
H -1.7740 1.1952 3.8751
H 0.0175 0.9615 -4.0267
H -0.8549 3.8189 1.0170
H -1.7050 -1.9799 2.2269
H 0.4401 -4.1125 -2.1936
H -0.1905 -2.1286 2.2377
H 0.8390 3.8860 -0.4484
H -0.6904 -1.8043 -4.3960
H 0.4427 2.4029 -0.6322
H -0.5210 -1.2107 -2.9663
H 0.5493 -4.2792 -0.6674
H -2.3349 4.0995 0.7145
H 2.0964 2.7220 1.7140
H -2.9066 -1.8349 -0.2853
H 3.4110 0.3873 -1.3452
H 3.9837 -0.3560 -0.1182
H 0.7601 1.9613 1.5375
H 1.5785 -0.7392 2.0219
*
```

Calculated values
E_HOMO = -0.476 hartree
Kohn-Sham gap = 8.1936 eV
LUMO energy = -4.7 eV

Atom charges from the natural (NBO) analysis, given in e for atoms 1 to 8:
1. Cd 1.8071
2. Cd 1.8068
3. P 2.5660
4. O -0.9333
5. O -1.3476
6. O -1.0184
7. O -0.9686
8. O -1.2568

=====

(3)
# C59H77N5O4P2SeSr

A structure of composition C59H77N5O4P2SeSr at a distorted geometry (ωB97M-V/def2-TZVPD, the OMol25 dataset).

Geometry as ORCA input:
```
! wB97M-V def2-TZVPD RIJCOSX def2/J DEFGRID3
* xyz -2 1
Sr -0.0226 0.7654 -0.1538
Se 2.2727 -0.2783 -1.4820
P -0.1454 -2.4798 -1.0954
P -0.5539 -2.0575 1.8804
O 1.1504 2.4406 -0.9317
O 1.2194 -0.1500 1.3355
O -2.9116 3.2771 -1.6939
O -1.7049 1.4550 -1.2868
N -4.8675 -0.3240 3.3485
N -1.1272 -2.3023 0.2688
N -0.9295 2.7851 1.0560
N -3.0009 1.0828 3.1948
N -4.8084 1.2060 1.5439
C 2.2472 6.1636 -1.8944
C -1.3119 -2.0479 -2.4362
C -3.1233 -5.2024 2.6568
C 3.0388 -1.2242 4.8349
C -2.3124 2.5039 -0.9508
C 2.4607 3.7308 -2.4781
C -2.7808 -1.3841 -4.7021
C -3.6098 -4.8804 3.9140
C 2.4999 -0.2137 1.3931
C -4.6342 3.6527 0.9954
C 4.6654 -0.3848 2.4655
C -0.3529 -7.0157 -1.9919
C -5.0797 2.5625 1.9784
C 5.9197 2.7943 -3.9264
C 6.8608 -0.8193 1.2781
C -3.9676 0.3265 2.3657
C 2.9191 1.4169 -2.0809
C -3.1511 -3.7440 4.5617
C 3.4284 1.2482 4.6026
C 7.3873 -1.2066 -0.1071
C 7.1948 -1.9679 2.2404
C 2.1018 2.5426 -1.7722
C -2.5046 -1.3488 -2.3125
C 1.9241 -3.1370 1.0765
C 0.1888 4.7866 -1.9259
C 3.0611 -3.9076 1.2114
C 0.8570 -6.4003 -1.7067
C 7.5892 0.4564 1.7244
C 0.8909 -5.0539 -1.3991
C 3.2962 -0.1972 2.5728
C -2.1943 -4.3856 2.0416
C 6.2426 4.2001 -4.4437
C 3.2387 -0.3355 0.1874
C 6.9559 2.4199 -2.8534
C 0.8313 -3.2819 1.9267
C 6.0330 1.8143 -5.1042
C -2.2208 -2.9310 3.9440
C -2.3131 2.7512 0.5854
C 4.0844 1.4855 -2.8037
C 2.7447 0.0181 3.9802
C -1.5885 -2.0808 -4.8330
C 1.2401 0.2722 4.0372
C -1.5296 -6.2813 -1.9257
C -0.8604 -2.4036 -3.7065
C -3.2324 -1.0222 -3.4447
C -3.2886 -0.6963 1.4791
C 1.5627 4.9650 -2.5716
C 5.3579 -0.5762 1.2748
C 4.5362 2.7031 -3.2977
C -3.1378 3.9621 1.0258
C 3.1392 -4.8604 2.2141
C -0.2810 -4.3048 -1.3510
C -1.7457 -3.2341 2.6751
C -1.4983 -4.9396 -1.6019
C 4.6010 -0.5278 0.1175
C 0.9454 -4.2178 2.9597
C 2.0717 -5.0076 3.0866
C 1.3196 5.2788 -4.0584
C 3.6691 3.7802 -3.1570
H 2.4331 5.9307 -0.8480
H -2.4137 -4.3643 -1.5497
H 6.7389 1.4359 -2.4463
H -3.4805 -6.0921 2.1513
H -1.8165 -4.6278 1.0585
H -5.4627 -0.9720 2.8394
H 4.1069 -1.4106 4.9233
H -2.0684 0.8737 2.8335
H -0.3002 3.8804 -2.2681
H 8.4635 -1.3774 -0.0615
H 6.9117 -2.1195 -0.4579
H 7.2623 4.2329 -4.8311
H 3.0322 1.4278 5.6016
H 0.6910 -0.5948 3.6819
H -4.8904 3.3415 -0.0176
H 6.1607 4.9320 -3.6429
H -5.4748 0.4000 3.7320
H -3.3517 -1.1158 -5.5826
H 0.9487 0.4754 5.0693
H 0.9657 1.1206 3.4160
H 7.3579 1.2744 1.0458
H 2.1228 -5.7420 3.8824
H -1.2198 -2.3548 -5.8141
H -2.9388 4.8043 0.3537
H 6.6409 -2.8599 1.9566
H 0.0779 -2.9410 -3.7925
H 1.8831 -2.3955 0.2926
H 8.6689 0.3022 1.7282
H 6.9203 3.1354 -2.0339
H 3.9395 4.7185 -3.6186
H 5.2754 2.0371 -5.8532
H -0.9485 2.9056 2.0675
H -2.8467 4.2467 2.0453
H -1.7758 -1.4927 0.2057
H 5.5628 4.4766 -5.2478
H 5.2395 -0.3933 3.3800
H 8.2614 -2.1936 2.2156
H 3.1987 6.4045 -2.3648
H -2.4749 -6.7634 -2.1428
H -4.5299 1.1793 0.5734
H 5.8885 0.7895 -4.7735
H 0.2846 4.7304 -0.8456
H -4.3476 -5.5164 4.3877
H -4.1499 -0.4591 -3.3429
H -1.8671 -2.0293 4.4258
H 7.2045 -0.4154 -0.8292
H 3.2347 2.1256 3.9895
H 4.6395 0.5700 -2.9703
H -4.6028 2.7157 2.9524
H 1.7751 -6.9725 -1.7391
H 1.8313 -4.5598 -1.1964
H -3.5388 -3.4813 5.5377
H -0.4515 5.6345 -2.1723
H 5.0463 -0.6431 -0.8597
H -3.0349 0.6860 4.1299
H -0.4562 3.5897 0.6482
H 3.8925 -3.7554 0.5343
H 0.1322 -4.3390 3.6624
H 4.0260 -5.4734 2.3207
H 0.6656 6.1444 -4.1611
H -2.7358 1.8505 1.0195
H -6.1745 2.6695 2.1144
H -3.3117 -1.6420 2.0197
H 2.6306 -1.0940 5.8368
H 7.0158 1.8859 -5.5728
H 4.5056 1.1230 4.6830
H 2.2450 5.4873 -4.5906
H 7.2802 0.7489 2.7243
H 2.5784 -2.0995 4.3825
H 1.6056 7.0435 -1.9459
H -0.3767 -8.0609 -2.2741
H -2.8728 -1.0451 -1.3448
H 7.9677 2.4104 -3.2623
H 6.9249 -1.7163 3.2618
H -5.1916 4.5703 1.2134
H 0.8382 4.4273 -4.5330
H -3.9030 -0.8495 0.5783
*
```

Calculated values
E_HOMO = -0.050 hartree
Kohn-Sham gap = 5.1845 eV
LUMO energy = 3.8 eV

Atom charges from the Löwdin analysis, given in e for atoms 1 to 8:
1. Sr 1.3918
2. Se 1.0675
3. P 0.9302
4. P 1.0334
5. O -0.3161
6. O -0.4713
7. O 0.0113
8. O -0.2729

=====

(4)
# C4H4BrN

The molecule C4H4BrN at a distorted geometry (ωB97M-V/def2-TZVPD, the OMol25 dataset).

Geometry as ORCA input:
```
! wB97M-V def2-TZVPD RIJCOSX def2/J DEFGRID3
* xyz 0 1
Br 3.5717 0.1566 -0.0837
N 0.8329 -2.4917 0.1417
C 1.7134 -0.1459 0.1986
C 1.1882 -1.3366 0.0880
C -0.3889 0.7888 -0.0547
C 0.8308 1.0306 0.3526
H 0.7979 -3.1562 -0.5764
H -1.1028 1.6383 -0.1299
H -0.6599 -0.2808 -0.2046
H 1.1768 1.9610 0.5460
*
```

Calculated values
SMILES = C=CC(Br)=C=N
E_HOMO = -0.299 hartree
Kohn-Sham gap = 8.3960 eV
LUMO energy = 0.3 eV

Atom charges from the natural (NBO) analysis, given in e for atoms 1 to 8:
1. Br 0.0802
2. N -0.6022
3. C -0.3344
4. C 0.4277
5. C -0.3829
6. C -0.2026
7. H 0.3941
8. H 0.2099

=====

Result set for electronic energy: -46061.373; -49484.069; -162837.104; -75742.473 eV, one per record in the order listed.
Result set for ΔE to the lowest compared entry with this formula, charge and spin: 230.0; 0.0; 157.9; 182.0 kJ/mol, one per record in the order listed.